Record 1
{
  "formula": "C2H2Cl3O2S",
  "method": "the ωB97M-V functional and the def2-TZVPD basis",
  "lumo_energy_ev": 3.341,
  "orbital_gap_ev": 7.429,
  "charge": -1,
  "relative_energy_kj_mol": 24.9,
  "symbols": ["C", "C", "O", "O", "S", "Cl", "Cl", "Cl", "H", "H"],
  "coordinates": [[0.320, 0.058, 0.331], [1.461, 1.014, 0.522], [-0.179, 2.539, -1.048], [1.230, 0.943, -2.269], [1.193, 2.037, -1.352], [0.198, -1.172, 1.654], [1.399, 1.991, 1.954], [2.910, -0.030, 0.531], [-0.471, 0.785, 0.404], [0.467, -0.448, -0.647]],
  "lowdin_charge": [-0.7570, -1.4019, -0.5585, -0.5234, 0.6411, 0.4568, 0.5510, 0.4863, 0.0404, 0.0653]
}


Record 2
{
  "formula": "C2H2Cl6",
  "method": "the ωB97M-V functional and the def2-TZVPD basis",
  "lumo_energy_ev": 0.529,
  "orbital_gap_ev": 11.546,
  "relative_energy_kj_mol": 21.4,
  "symbols": ["Cl", "C", "Cl", "Cl", "H", "Cl", "C", "Cl", "Cl", "H"],
  "coordinates": [[-2.254, 0.067, -1.855], [-0.522, 0.357, -1.985], [-0.100, 1.845, -1.258], [-0.048, 0.382, -3.688], [0.067, -0.358, -1.411], [1.807, -0.169, 0.922], [0.543, -0.359, 2.100], [0.867, -1.923, 2.932], [-1.100, -0.291, 1.438], [0.740, 0.449, 2.806]],
  "lowdin_charge": [0.5157, -1.6273, 0.5354, 0.5240, -0.0230, 0.5440, -1.5173, 0.4925, 0.5382, 0.0179]
}


Record 3
{
  "formula": "C2H2ClF2NS",
  "method": "the ωB97M-V functional and the def2-TZVPD basis",
  "lumo_energy_ev": 0.441,
  "orbital_gap_ev": 10.050,
  "relative_energy_kj_mol": 0.0,
  "symbols": ["F", "C", "F", "Cl", "C", "N", "S", "H", "H"],
  "coordinates": [[2.038, -0.759, 0.101], [0.962, -0.064, 0.229], [0.562, -0.001, 1.505], [1.256, 1.588, -0.317], [-0.147, -0.716, -0.677], [-1.368, -0.443, -0.729], [-2.254, 0.599, 0.268], [0.275, -1.422, -1.381], [-1.322, 1.218, 1.001]],
  "lowdin_charge": [0.0993, -0.9852, 0.0334, 0.7369, -0.2296, -0.3658, 0.7591, 0.1159, -0.1641]
}


Record 4
{
  "formula": "C2H2ClFO",
  "method": "the ωB97M-V functional and the def2-TZVPD basis",
  "lumo_energy_ev": 0.230,
  "orbital_gap_ev": 10.928,
  "relative_energy_kj_mol": 10.3,
  "symbols": ["O", "C", "C", "F", "Cl", "H", "H"],
  "coordinates": [[-0.252, -0.768, 2.041], [0.329, -0.055, 1.262], [0.187, -0.360, -0.196], [-0.969, -1.053, -0.296], [0.326, 1.080, -1.247], [1.007, 0.729, 1.607], [1.083, -0.981, -0.472]],
  "lowdin_charge": [0.0891, -0.2575, -0.7168, 0.0040, 0.6312, 0.1217, 0.1283]
}


Record 5
{
  "formula": "C2H2ClFO2",
  "method": "the ωB97M-V functional and the def2-TZVPD basis",
  "lumo_energy_ev": [0.868, -4.003],
  "orbital_gap_ev": [8.730, 7.210],
  "s_squared": 2.011,
  "multiplicity": 3,
  "relative_energy_kj_mol": 42.0,
  "symbols": ["C", "C", "O", "O", "F", "Cl", "H", "H"],
  "coordinates": [[0.869, 0.996, -0.851], [-0.738, -0.963, 0.820], [1.389, -0.054, -1.167], [-0.065, 1.247, -0.079], [-1.257, -0.777, 2.003], [-1.947, -1.090, -0.310], [1.413, 2.033, -1.253], [0.337, -1.392, 0.838]],
  "lowdin_charge": [-0.5031, -0.7282, 0.0468, 0.1367, -0.0440, 0.7356, 0.2297, 0.1266]
}


Record 6
{
  "formula": "C2H2ClIO2",
  "method": "the ωB97M-V functional and the def2-TZVPD basis",
  "lumo_energy_ev": [-1.116, -1.963],
  "orbital_gap_ev": [7.884, 7.240],
  "relative_energy_kj_mol": 148.7,
  "symbols": ["C", "C", "O", "O", "Cl", "I", "H", "H"],
  "coordinates": [[0.296, -1.834, 0.027], [-1.060, 1.282, -0.051], [0.715, -2.686, -0.613], [-0.231, -1.133, 0.766], [2.626, 0.237, 0.047], [0.765, 2.098, -0.100], [-1.725, 1.552, 0.680], [-1.388, 0.486, -0.757]],
  "lowdin_charge": [-0.5217, -0.5336, 0.2120, 0.1261, -0.2669, 1.0356, -0.0627, 0.0112]
}


Record 7
{
  "formula": "C2H2ClN",
  "method": "the ωB97M-V functional and the def2-TZVPD basis",
  "lumo_energy_ev": [-0.740, -0.756],
  "orbital_gap_ev": [9.170, 8.519],
  "relative_energy_kj_mol": 305.9,
  "symbols": ["C", "C", "N", "Cl", "H", "H"],
  "coordinates": [[-0.063, 0.580, -0.374], [-0.315, -0.497, 0.725], [-0.720, -1.493, 0.143], [1.642, 0.712, -0.981], [0.084, -0.227, 1.713], [-0.627, 0.926, -1.225]],
  "lowdin_charge": [-0.4062, -0.3937, 0.1782, 0.4941, 0.1029, 0.0248]
}


Record 8
{
  "formula": "C2H2ClNO2",
  "method": "the ωB97M-V functional and the def2-TZVPD basis",
  "lumo_energy_ev": [0.795, -3.233],
  "orbital_gap_ev": [6.798, 7.470],
  "s_squared": 2.007,
  "multiplicity": 3,
  "relative_energy_kj_mol": 347.5,
  "symbols": ["C", "C", "N", "O", "O", "Cl", "H", "H"],
  "coordinates": [[-1.341, 0.258, 0.370], [0.814, -0.704, -0.644], [1.636, 0.070, -0.383], [-1.997, -0.707, 0.156], [2.343, 0.941, -0.032], [-0.672, 0.612, 1.936], [0.367, -1.549, -1.070], [-1.151, 1.079, -0.334]],
  "lowdin_charge": [-0.8083, 0.0751, -0.1448, -0.0358, 0.1409, 0.6278, 0.0625, 0.0826]
}


Record 9
{
  "formula": "C2H2ClO2S",
  "method": "the ωB97M-V functional and the def2-TZVPD basis",
  "lumo_energy_ev": 3.679,
  "orbital_gap_ev": 6.129,
  "charge": -1,
  "relative_energy_kj_mol": 139.2,
  "symbols": ["C", "C", "O", "O", "S", "Cl", "H", "H"],
  "coordinates": [[-1.204, 0.019, 0.286], [-1.409, -1.121, -0.274], [-1.683, -2.108, -0.854], [2.688, 1.914, -0.630], [1.832, 1.204, 0.378], [1.848, -0.882, -0.109], [-0.302, 0.608, 0.075], [-1.771, 0.366, 1.127]],
  "lowdin_charge": [-0.0825, -0.3449, 0.0971, -0.8380, 0.2504, -0.0518, -0.0814, 0.0511]
}


Record 10
{
  "formula": "C2H2ClO3P",
  "method": "the ωB97M-V functional and the def2-TZVPD basis",
  "lumo_energy_ev": 6.021,
  "orbital_gap_ev": 5.213,
  "charge": -2,
  "relative_energy_kj_mol": 158.4,
  "symbols": ["C", "C", "Cl", "P", "O", "O", "O", "H", "H"],
  "coordinates": [[1.252, 0.775, -0.520], [-0.038, 0.622, 0.152], [-0.784, 1.988, 0.767], [-0.876, -1.027, 0.374], [-1.695, -1.075, -0.886], [-1.770, -0.990, 1.581], [0.381, -1.929, 0.374], [1.632, 1.751, -1.063], [1.897, -0.116, -0.780]],
  "lowdin_charge": [-0.1579, -0.8456, 0.5305, -0.0792, -0.4766, -0.4921, -0.5136, 0.0165, 0.0179]
}


Record 11
{
  "formula": "C2H2ClP",
  "method": "the ωB97M-V functional and the def2-TZVPD basis",
  "lumo_energy_ev": [-1.447, -1.402],
  "orbital_gap_ev": [7.231, 7.212],
  "relative_energy_kj_mol": 410.1,
  "symbols": ["C", "C", "P", "Cl", "H", "H"],
  "coordinates": [[1.144, -0.466, 0.128], [2.255, -0.157, 0.457], [-3.082, 0.382, 0.139], [-0.373, -0.858, -0.346], [3.223, 0.124, 0.748], [-3.167, 0.974, -1.126]],
  "lowdin_charge": [-0.7171, 0.0419, 0.4023, 0.5949, 0.0186, -0.3407]
}


Record 12
{
  "formula": "C2H2ClP",
  "method": "the ωB97M-V functional and the def2-TZVPD basis",
  "lumo_energy_ev": [-1.338, -1.344],
  "orbital_gap_ev": [7.028, 7.019],
  "relative_energy_kj_mol": 372.2,
  "symbols": ["C", "C", "P", "Cl", "H", "H"],
  "coordinates": [[-1.032, 1.368, 0.769], [0.006, 1.874, 0.498], [0.451, -2.207, -1.359], [1.773, -3.660, -1.336], [-2.092, 1.414, 0.955], [0.894, 1.211, 0.472]],
  "lowdin_charge": [-0.0220, -0.0604, 0.0837, -0.0705, 0.0276, 0.0417]
}


Record 13
{
  "formula": "C2H2CoO3",
  "method": "the ωB97M-V functional and the def2-TZVPD basis",
  "lumo_energy_ev": [-6.685, -7.708],
  "orbital_gap_ev": [8.376, 7.111],
  "s_squared": 6.016,
  "charge": 1,
  "multiplicity": 5,
  "relative_energy_kj_mol": 231.3,
  "symbols": ["O", "C", "Co", "H", "O", "C", "O", "H"],
  "coordinates": [[-0.498, 1.412, -0.082], [0.128, 0.533, 0.628], [-1.752, 0.630, -1.187], [-0.190, 0.376, 1.673], [-0.622, -0.869, -1.245], [0.121, -0.926, -0.242], [1.338, -1.216, -0.149], [1.475, 0.060, 0.604]],
  "lowdin_charge": [-0.1362, -0.1737, 1.2184, 0.1570, -0.0276, -0.4551, 0.1355, 0.2818]
}


Record 14
{
  "formula": "C2H2CrFO2",
  "method": "the ωB97M-V functional and the def2-TZVPD basis",
  "lumo_energy_ev": [-0.555, -0.162],
  "orbital_gap_ev": [6.428, 9.084],
  "s_squared": 8.767,
  "multiplicity": 6,
  "relative_energy_kj_mol": 713.9,
  "symbols": ["F", "C", "C", "H", "O", "O", "H", "Cr"],
  "coordinates": [[2.463, -0.874, 1.707], [2.398, 0.086, 0.864], [2.779, 0.808, -0.053], [3.409, 1.568, -0.484], [-0.073, -0.323, 0.247], [-0.052, 0.142, -1.144], [0.827, 0.762, -1.104], [-1.850, 0.498, -0.195]],
  "lowdin_charge": [0.1389, -0.2268, 0.0744, 0.0422, -0.4760, -0.3582, 0.1054, 0.7002]
}


Record 15
{
  "formula": "C2H2DyFO2",
  "method": "the ωB97M-V functional and the def2-TZVPD basis",
  "lumo_energy_ev": [-8.542, -6.926],
  "orbital_gap_ev": [5.902, 8.645],
  "s_squared": 12.295,
  "charge": 1,
  "multiplicity": 7,
  "relative_energy_kj_mol": 338.3,
  "symbols": ["H", "O", "C", "C", "O", "H", "F", "Dy"],
  "coordinates": [[0.122, -2.055, 0.373], [0.000, -0.280, -1.427], [0.599, -1.037, -0.670], [0.537, -0.853, 0.807], [-0.173, 0.206, 1.177], [1.515, -1.046, 1.283], [-1.750, 3.375, -1.172], [-0.849, 1.691, -0.369]],
  "lowdin_charge": [0.2419, -0.0713, -0.0560, -0.3097, -0.2775, 0.1672, -0.6235, 1.9289]
}


Record 16
{
  "formula": "C2H2EuFLi2O",
  "method": "the ωB97M-V functional and the def2-TZVPD basis",
  "lumo_energy_ev": [-6.239, -6.060],
  "orbital_gap_ev": [4.439, 4.642],
  "s_squared": 15.762,
  "charge": 1,
  "multiplicity": 8,
  "symbols": ["C", "C", "O", "H", "F", "H", "Li", "Eu", "Li"],
  "coordinates": [[0.374, -0.440, 0.924], [-0.630, -1.217, 0.491], [0.762, 0.652, 0.144], [0.952, -0.525, 1.858], [-1.276, 0.741, -2.829], [-0.853, -2.029, 1.198], [-0.188, -0.323, -1.991], [2.359, 2.310, 0.388], [-1.499, 0.831, -0.183]],
  "lowdin_charge": [-0.5722, -0.1549, -0.6578, 0.0684, -0.7770, -0.0105, 0.6685, 1.7127, 0.7225]
}


Record 17
{
  "formula": "C2H2F2",
  "method": "the ωB97M-V functional and the def2-TZVPD basis",
  "lumo_energy_ev": 0.542,
  "orbital_gap_ev": 11.508,
  "relative_energy_kj_mol": 221.2,
  "symbols": ["C", "C", "F", "F", "H", "H"],
  "coordinates": [[0.266, -0.146, 0.142], [1.340, -0.814, 0.558], [1.664, -1.907, 1.073], [2.820, 0.204, 0.607], [0.574, 0.900, -0.056], [-0.517, -0.779, -0.012]],
  "lowdin_charge": [0.0911, -0.2042, 0.2066, -0.2417, 0.1041, 0.0440]
}


Record 18
{
  "formula": "C2H2F2",
  "method": "the ωB97M-V functional and the def2-TZVPD basis",
  "lumo_energy_ev": [-0.313, -1.120],
  "orbital_gap_ev": [9.090, 10.000],
  "s_squared": 2.005,
  "multiplicity": 3,
  "relative_energy_kj_mol": 11.2,
  "symbols": ["C", "C", "F", "F", "H", "H"],
  "coordinates": [[-0.370, 1.581, -0.722], [-0.194, -1.169, 0.694], [-0.015, -0.916, 1.965], [0.960, -1.574, 0.175], [-0.168, 0.559, -0.232], [-0.212, 1.519, -1.880]],
  "lowdin_charge": [0.1183, -0.0992, 0.0721, 0.0439, -0.1229, -0.0123]
}


Record 19
{
  "formula": "C2H2F2I2O",
  "method": "the ωB97M-V functional and the def2-TZVPD basis",
  "lumo_energy_ev": -0.161,
  "orbital_gap_ev": 8.902,
  "relative_energy_kj_mol": 324.6,
  "symbols": ["C", "C", "O", "F", "F", "I", "I", "H", "H"],
  "coordinates": [[-2.193, -1.022, 0.257], [0.988, 0.803, 0.324], [-2.923, -0.436, -0.454], [1.814, 0.112, 1.105], [1.422, 2.074, 0.276], [-2.357, -0.969, 2.362], [1.616, 0.163, -2.009], [-1.341, -1.662, -0.116], [2.975, 0.937, -1.745]],
  "lowdin_charge": [-0.8063, -0.4738, -0.0378, -0.0363, -0.0700, 0.7530, 0.8489, 0.0672, -0.2449]
}


Record 20
{
  "formula": "C2H2F2O3",
  "method": "the ωB97M-V functional and the def2-TZVPD basis",
  "lumo_energy_ev": 0.608,
  "orbital_gap_ev": 11.826,
  "relative_energy_kj_mol": 213.6,
  "symbols": ["O", "C", "F", "O", "C", "O", "F", "H", "H"],
  "coordinates": [[-1.412, -1.181, 0.418], [-0.680, -0.074, 0.028], [-1.237, 1.113, 0.236], [-0.056, -0.079, -1.227], [0.780, 0.006, 0.060], [1.256, 1.213, 0.359], [1.593, -0.974, 0.219], [-2.332, -1.466, 0.012], [2.086, 1.443, -0.105]],
  "lowdin_charge": [0.0815, -0.5677, 0.1460, 0.1281, -0.4954, 0.1523, 0.2114, 0.1916, 0.1522]
}


Looking at strongest force on any atom for the records above, in order, we have 3.8, 1.8, 3.4, 1.5, 2.8, 2.8, 2.6, 7.6, 1.8, 6.4, 0.8, 5.2, 6.0, 4.3, 4.7, 3.4, 5.5, 3.8, 2.3, 3.5 eV/Å.
Looking at DFT total energy for the records above, in order, we have -2006.70753, -2838.54016, -1190.23923, -712.67564, -787.76767, -985.69371, -592.21208, -742.55161, -1086.27073, -1104.68440, -878.75266, -878.76710, -1685.40565, -1371.91685, -1212.44048, -977.63433, -277.02543, -276.86939, -947.63253, -502.81005 Ha.